Below is a molecular structure, C15H20ClN3O10SV, with properties calculated with ωB97M-V/def2-TZVPD.

Geometry as XYZ:
```
51
Properties=species:S:1:pos:R:3
V -0.417 0.620 0.692
C -1.203 -0.411 -2.871
C -0.332 -0.779 -1.661
C 0.248 -2.201 -1.876
O -1.220 -0.745 -0.455
C 0.849 0.216 -1.583
O 1.644 0.306 -2.508
O 1.025 1.042 -0.459
H -2.054 -1.120 -2.961
H -0.618 -0.443 -3.816
H -1.616 0.614 -2.745
H -0.575 -2.943 -1.962
H 0.892 -2.487 -1.016
H 0.859 -2.251 -2.803
H -1.078 -1.576 0.021
C -1.960 2.662 4.474
O -2.691 2.574 3.252
C -2.022 1.919 2.272
O -0.907 1.430 2.354
N -2.772 1.868 1.131
N -2.219 1.224 0.025
H -2.576 3.202 5.199
H -1.031 3.221 4.327
H -1.754 1.664 4.873
H -3.691 2.296 1.132
H -2.140 1.915 -0.755
H -2.835 0.419 -0.231
Cl -2.420 4.592 -1.795
C -0.737 4.015 -1.927
C -0.245 3.470 -0.585
O 0.434 4.279 0.112
O -0.519 2.255 -0.357
H -0.118 4.855 -2.258
H -0.704 3.237 -2.695
O 2.735 -4.147 2.919
S 1.671 -4.075 1.934
O 1.151 -5.277 1.308
N 0.463 -3.093 2.432
C 0.422 -2.009 1.712
O -0.316 -1.015 1.740
C 1.445 -1.907 0.634
C 1.701 -0.920 -0.310
C 2.756 -1.110 -1.213
C 3.543 -2.276 -1.169
C 3.285 -3.267 -0.220
C 2.236 -3.042 0.654
H 1.089 -0.024 -0.337
H 2.965 -0.344 -1.956
H 4.356 -2.404 -1.879
H 3.875 -4.174 -0.164
H 1.126 0.141 1.370
```

Properties
- Spin multiplicity: 3
- ΔE to the lowest compared entry with this formula, charge and spin: 19.82 kcal per mole
- Orbital gap (alpha / beta): 6.09 / 5.93 eV
- Maximum force: 9.1 eV Å⁻¹
- Charge: -1